Entry 1:
Formula: C4H13N2
Source: the Open Molecules 2025 dataset
Level of theory: ωB97M-V/def2-TZVPD

Results
- SMILES = CN[N+](C)(C)C
- LUMO (eV) = -2.80
- HOMO-LUMO gap (eV) = 11.898

Structure (ORCA input):
```
! RIJCOSX wB97M-V def2-TZVPD def2/J DEFGRID3
* xyz 1 1
C -2.072 0.106 0.120
C 0.351 -0.447 1.424
C 1.461 1.071 -0.171
C 0.597 -0.890 -1.097
N -0.851 0.891 -0.131
N 0.322 0.112 -0.043
H -2.299 0.002 1.144
H -2.901 0.647 -0.200
H -2.094 -0.946 -0.409
H 0.014 -1.462 1.393
H 1.353 -0.513 1.734
H -0.383 0.128 2.101
H 2.106 0.725 -0.894
H 1.043 2.036 -0.304
H 1.925 1.025 0.814
H 0.776 -0.464 -1.997
H 1.541 -1.395 -0.878
H -0.214 -1.595 -1.270
H -0.893 1.385 -1.052
*
```

=====

Entry 2:
Formula: C31H25BrI2N3O4SSeTi
Source: the Open Molecules 2025 dataset
Level of theory: ωB97M-V/def2-TZVPD

Results
- LUMO (spin up / spin down) (eV) = -0.40 / -0.41
- HOMO-LUMO gap (spin up / spin down) (eV) = 7.108 / 7.553

Structure (ORCA input):
```
! RIJCOSX wB97M-V def2-TZVPD def2/J DEFGRID3
* xyz 0 2
Ti -0.079 -0.122 -0.066
Br -0.135 -1.785 2.150
C 1.179 -0.841 3.167
C 1.599 -1.352 4.354
C 2.572 -0.638 5.087
C 3.071 0.535 4.603
C 2.631 1.060 3.362
C 3.150 2.271 2.843
C 2.715 2.747 1.641
C 1.745 2.032 0.900
C 1.204 0.847 1.345
C 1.658 0.362 2.604
H 1.206 -2.287 4.727
H 2.919 -1.036 6.031
H 3.818 1.084 5.163
H 3.894 2.809 3.418
H 3.114 3.674 1.248
H 1.438 2.443 -0.059
I -0.716 2.593 -4.429
C -1.767 2.700 -2.638
C -2.848 3.597 -2.524
C -3.555 3.713 -1.361
I -5.145 5.065 -1.282
C -3.213 2.916 -0.235
C -3.854 2.945 1.023
C -3.424 2.124 2.028
C -2.355 1.246 1.789
N -1.742 1.188 0.629
C -2.142 2.015 -0.376
C -1.382 1.901 -1.585
O -0.388 1.048 -1.616
H -3.115 4.199 -3.381
H -4.682 3.623 1.182
H -3.895 2.135 3.000
H -1.995 0.578 2.562
C -0.657 -4.755 -0.348
N -0.626 -4.057 -1.624
C 0.063 -4.504 -2.727
C -0.061 -3.559 -3.681
N -0.826 -2.544 -3.147
C -1.158 -1.297 -3.823
C -1.147 -2.845 -1.880
Se -2.155 -1.779 -0.715
H -0.981 -5.781 -0.511
H -1.366 -4.250 0.300
H 0.340 -4.723 0.087
H 0.595 -5.437 -2.721
H 0.315 -3.514 -4.686
H -0.879 -1.396 -4.869
H -0.613 -0.471 -3.371
H -2.227 -1.109 -3.744
C 6.818 -0.103 -4.331
C 5.750 -0.624 -3.409
C 4.919 -1.672 -3.792
C 3.934 -2.149 -2.940
C 3.777 -1.573 -1.691
C 4.598 -0.530 -1.285
C 5.577 -0.063 -2.145
S 2.483 -2.119 -0.620
O 2.174 -3.487 -0.974
O 2.901 -1.868 0.735
O 1.341 -1.217 -1.019
H 6.844 -0.664 -5.264
H 7.803 -0.170 -3.867
H 6.643 0.947 -4.573
H 5.050 -2.124 -4.768
H 3.293 -2.972 -3.229
H 4.463 -0.101 -0.300
H 6.221 0.750 -1.830
*
```

=====

Entry 3:
Formula: C6H17NO4
Source: the Open Molecules 2025 dataset
Level of theory: ωB97M-V/def2-TZVPD

Results
- SMILES = C=N/C=C/CCCO.O.O.O
- LUMO (eV) = 0.15
- HOMO-LUMO gap (eV) = 8.670

Structure (ORCA input):
```
! RIJCOSX wB97M-V def2-TZVPD def2/J DEFGRID3
* xyz 0 1
C 0.356 -1.524 -1.549
O -0.006 -2.876 -1.830
C -0.841 -0.576 -1.561
C -1.447 -0.124 -0.173
C -1.136 -0.992 0.992
C -0.105 -0.860 1.841
N 0.001 -1.477 3.064
C 1.098 -1.882 3.538
H 0.884 -1.575 -0.602
H 1.107 -1.166 -2.267
H -0.832 -2.875 -2.302
H -0.604 0.327 -2.117
H -1.652 -1.117 -2.060
H -2.532 -0.164 -0.331
H -1.233 0.925 0.044
H -1.792 -1.827 1.253
H 0.766 -0.343 1.452
H 2.006 -1.780 2.911
H 1.173 -2.322 4.519
H -0.469 2.490 -3.495
H -1.931 2.896 -3.232
O -1.033 3.053 -2.949
H 3.140 1.847 0.271
H 1.707 1.632 0.683
O 2.614 1.576 1.018
H -0.545 3.132 -1.147
H 0.212 4.315 -0.465
O 0.049 3.360 -0.410
*
```

=====

Ordered ΔE to the lowest compared entry with this formula, charge and spin results: 322.99, 0.00, 250.37; unit kJ/mol.
Ordered E_tot results: -269.3777, -8480.1965, -594.4446; unit a.u..